A molecular structure, C54H53ClNO2OsP4S. Source: the Open Molecules 2025 dataset; level of theory: the ωB97M-V functional and the def2-TZVPD basis.

Geometry as XYZ:
```
117
Properties=species:S:1:pos:R:3
C 1.18309 4.02776 -2.22040
P 2.84495 -0.55816 1.69638
C -2.70890 1.53417 -6.86646
H -1.03218 2.75019 4.33183
H -5.87106 0.47238 1.50810
C 0.32415 4.25666 -1.15028
H -2.18551 1.34296 -7.80075
H -0.91293 -4.53804 -2.76926
C 1.21383 2.78531 -2.84327
H -1.12545 -0.62171 3.39880
H -3.92551 -1.30031 -3.77827
C 1.33803 0.82519 5.22900
C -0.52695 4.83303 4.22438
C 2.72512 -3.06558 4.87498
C 6.43846 0.36899 0.03244
H -1.24528 5.12487 4.97970
C 2.17726 -2.13856 -4.88454
H 2.06793 3.81581 1.53560
H 7.17856 1.15644 0.09531
S -3.48984 -0.02191 -6.37043
C -3.66769 2.45338 -0.99568
H 1.53282 -2.70559 3.12332
C 1.49441 -1.78708 -2.61085
C 5.70654 -1.74342 -0.87282
C -0.49982 2.00556 -1.34721
H 1.83327 4.81879 -2.57247
H 5.88536 -2.60329 -1.50649
C -2.38831 0.15281 -3.36971
H 1.88275 2.60819 -3.67609
H -6.79872 2.41968 0.29799
C 3.20859 -1.36976 3.23983
C 0.16708 -2.01975 -2.99006
Os -0.45580 -1.21756 0.38887
H 0.30171 5.22411 -0.66472
C -0.38998 -3.25150 0.90854
H -2.59491 -6.32862 -3.00412
H 1.73609 -1.56840 -1.57344
C -0.40683 3.50088 3.86369
H 2.09592 1.59913 5.15347
H 1.84911 6.16595 2.20315
H -4.44786 0.04932 -2.75670
C 0.54211 3.12253 2.90627
H -1.18230 3.42348 0.13106
C -3.84124 -0.22158 -3.62900
H 0.22627 6.82175 3.94519
C -4.98460 2.82664 -0.77082
H -0.66048 -4.02729 0.20152
H 2.10635 -3.87973 5.23151
H 3.81166 -2.46583 -0.16148
C -1.94102 -4.35987 -2.47693
C 2.49804 -1.84892 -3.56324
C -0.51567 3.24849 -0.70615
H 4.99960 -0.21111 3.58449
C -5.77403 2.11532 0.12577
H -4.28739 1.58091 -4.76254
C 1.34235 4.08855 2.29242
C 6.64891 -0.72368 -0.79911
H 3.52849 -1.67304 -3.27928
H -1.99421 1.87096 -6.11446
H -3.46406 2.29868 -7.03509
N -1.87483 -0.32899 -2.06857
C 4.66105 -1.65093 5.13343
C 1.15163 0.14648 6.42078
H 3.15338 1.62507 2.72146
C 4.54671 -1.66871 -0.11817
O 1.68141 -1.20402 0.93406
C -4.58462 -3.90377 -1.69473
C -3.94025 0.64106 0.59145
O -0.18743 0.83232 1.49814
H -1.76116 -0.23914 -4.17089
C 3.85406 -2.68787 5.58972
H 2.52792 1.69022 1.04471
C 2.40416 -2.41124 3.69517
C 5.28031 0.45308 0.79147
H 4.12167 -3.21849 6.49479
H 7.55355 -0.77962 -1.39127
H -5.61009 -3.74182 -1.38658
C 0.85825 -2.37193 -5.26063
H -4.94266 -5.91558 -2.35016
H 0.41325 0.79761 -2.88928
C 0.16148 -0.82641 6.52098
C -5.25301 1.02276 0.80979
C -0.47397 -0.43505 4.24097
C -3.65164 -2.89267 -1.55663
P -1.13974 -1.81425 -1.79463
H -5.39541 3.67908 -1.29696
H -5.42292 0.24668 -5.00515
H 1.76740 0.38241 7.27932
C -0.15638 -2.31773 -4.31815
C -2.33584 -3.10893 -1.98467
H -3.93644 -1.93224 -1.13884
H 5.54881 -1.37158 5.68671
H 0.01906 -1.35232 7.45720
H 5.13160 1.31168 1.43706
H -3.52069 -0.20752 1.12556
H 2.96290 -2.19944 -5.62806
H -2.28564 1.23959 -3.37550
H 0.61651 -2.60251 -6.29033
P 0.74849 1.38266 2.58575
H 0.46277 -3.53568 1.51522
C -2.88567 -5.36431 -2.60675
H -1.18101 -2.51845 -4.61109
C 4.34646 -0.99480 3.95578
P -1.53852 0.68857 -0.72998
C 2.45416 1.18045 2.00969
C -3.14797 1.35141 -0.31519
C 0.29560 5.78616 3.63788
C 4.32933 -0.56419 0.71019
C -4.20527 -5.13165 -2.23011
H -1.44229 -1.85321 5.53187
C 0.53167 0.52066 4.13014
C 0.38286 1.76704 -2.40213
Cl -1.79201 -2.85754 1.93503
C 1.21780 5.41780 2.66455
H -3.05830 3.01741 -1.69127
C -4.37366 0.49720 -4.86257
C -0.65708 -1.11333 5.43792
```

Computed properties:
- Energy relative to the best compared isomer or geometry (same formula, charge and spin): 0.067 eV
- <S²>: 6.017
- Total charge: +3
- HOMO (spin up / spin down): -14.1 / -14.1 eV
- Spin multiplicity: 5
- LUMO level (spin up / spin down): -8.279 / -10.374 eV
- Orbital gap (spin up / spin down): 5.9 / 3.8 eV

Mulliken atomic charge list, values in e, 4 entries: number 1, C, carries -0.84; number 2, P, carries 0.21; number 3, C, carries -0.76; number 4, H, carries 0.48

A molecular structure, C54H55N2O34S2. Source: the Open Molecules 2025 dataset; level of theory: the ωB97M-V functional and the def2-TZVPD basis.

Geometry as XYZ:
```
147
Properties=species:S:1:pos:R:3
O 0.45034 -0.48594 -1.95090
H 3.41027 -2.45006 5.39652
O -9.45685 -2.09575 -6.03874
C -1.30013 0.13677 -5.15067
H -2.41822 -4.54794 5.09021
C -0.37750 3.73852 -8.35922
O 9.57413 -2.45724 4.38016
H 3.29895 -2.04314 -1.94983
O -0.25349 5.20789 -6.48232
O -1.49604 0.23940 -3.96274
O -0.42936 -0.25349 -9.10727
O -0.47296 2.81467 -7.57594
C 4.93068 -0.90892 8.13182
C 3.83001 -0.97016 9.07489
C 0.42882 -0.10194 -6.91474
H -4.19285 -1.52242 -8.51584
O 1.91056 -0.48864 1.56129
C -1.87174 -3.94548 7.09870
H -3.19044 3.01274 0.24395
H -0.16327 5.48824 -12.23578
H -7.38485 -0.52616 -5.51922
N -1.57615 2.00457 -0.66730
C -2.09128 -3.71252 5.69144
C -3.85689 1.85080 -1.40401
H -7.55034 -0.31503 7.56620
C -5.92653 -2.21604 -8.24025
H 5.10676 0.26237 -1.18950
H 2.77063 -0.01329 -3.07263
H 3.75602 2.06936 -0.28550
C -8.29346 -2.06259 -6.67152
O 1.03884 0.05490 -4.66107
C 7.61740 -1.78082 3.29868
C -1.43798 -2.79286 7.94972
C 6.64873 -2.02243 2.40644
H 5.99590 3.30292 -1.93080
H -1.04807 3.02736 1.04829
H 1.20909 1.50463 -0.13364
O 0.94349 -2.79809 -2.19863
O -0.23170 0.30083 0.64406
O -1.23801 -0.25366 5.50649
H 6.46136 -0.91472 6.47066
O -0.27456 4.57067 -11.91609
H 4.20576 3.71772 -0.08942
H -0.00502 7.20132 -8.20529
C 4.72385 -1.47314 6.75504
H 0.92719 -2.09553 9.03883
O -0.16532 -1.40982 2.28677
H -2.71848 3.62615 -1.30916
S 1.09328 -1.64348 -1.38802
H 5.84804 -1.32346 2.20807
C -8.16227 -3.03769 -7.80579
C -0.57524 2.60870 0.18266
H 3.98579 -0.54903 10.05770
H 6.48255 3.20666 0.33844
C -2.04466 0.00195 -7.44085
O 1.40119 -2.63696 7.08737
H 5.68199 1.67419 -3.44384
C -0.23806 5.12745 -7.79969
H -2.73932 0.85957 -2.60101
C -4.16157 0.60399 -0.60467
H -4.95021 0.81878 0.09311
O 7.68742 -0.67061 4.01719
H -0.35812 4.29334 -6.14991
C -7.19698 0.39206 9.59274
C 6.65671 -3.27500 1.66414
C -1.22661 -1.57860 7.44977
H -7.57034 1.11193 11.70548
H -2.46089 -0.10250 -9.24885
O -5.03084 -0.38386 6.76006
O -3.26108 0.33451 8.57276
H -0.50941 2.56814 -10.19128
C -6.13984 0.82684 10.56953
C -6.92679 -3.04926 -8.56617
H 3.24800 -1.32908 -0.37428
C -5.47827 -0.02450 7.94678
H 5.04614 -0.39504 -2.78389
N 0.63046 -2.06903 0.09818
H -4.07128 1.12821 10.95232
C -7.30179 -1.22956 -6.33550
O 1.63786 -1.63227 9.52736
C -2.35839 0.12086 -6.15162
H 2.61449 0.84178 -1.59558
H -1.21049 1.95662 -1.60720
O 7.67733 -5.38908 1.25290
H 0.83454 1.80021 1.58327
C 2.84481 -1.25960 -1.37134
C -0.39421 3.57096 -9.80261
C 3.13537 0.03584 -2.06449
H -4.44981 -0.19345 -1.26344
O -9.10605 -3.77270 -8.03549
S 0.59777 -0.92768 1.20061
C -4.83872 0.82064 10.25665
H 8.48920 -0.76756 4.57149
C 0.44251 1.55532 0.61377
O -2.01947 -5.02587 7.65119
C 2.47396 -2.12492 7.33571
H -4.05615 -0.29476 6.79161
C -0.10247 6.03001 -10.03704
C -1.88650 -2.48641 5.16718
O -8.35579 0.41176 9.96651
C 5.73489 2.45236 0.49072
H 6.17288 1.49084 0.29550
C -1.42290 -1.33477 6.02666
H -4.76079 2.43493 -1.48586
C -2.82929 2.70945 -0.72691
O 6.01718 -0.42322 8.39228
O -6.59820 1.21009 11.75198
O -2.06955 -2.22168 3.90393
H -0.90940 -0.74497 8.06069
H -3.37354 0.22228 -5.80957
C -0.10781 6.19884 -8.59479
O 5.76748 -1.36490 5.94896
C 4.81614 1.70483 -2.80621
C 8.72304 -2.76348 3.56373
H 6.88359 -5.29902 0.68655
C 7.75087 -4.26848 1.94891
C -0.26731 4.64314 -10.59437
H -9.98393 -2.78912 -6.48333
C -0.62886 -0.13174 -7.90828
C 4.61204 0.35291 -2.13918
O -3.41296 1.54455 -2.70558
H 4.36989 3.70927 -2.28139
C 4.56868 2.75870 -0.42002
H -0.01177 3.38561 -0.32410
O -2.96840 -0.00272 -8.41790
H -1.47962 -4.03178 9.32615
O -4.78675 -2.19847 -8.91070
H 3.98982 1.89520 -3.46498
C -4.41886 0.38577 8.93307
C 8.71898 -4.02213 2.84093
H 1.44747 -0.18280 -7.26553
H -1.83425 -1.28316 3.74722
H 9.51009 -4.72744 3.05162
H 0.56679 0.12544 -3.80112
C 4.98880 2.92949 -1.87128
H -6.85288 -3.74559 -9.38898
C 3.56966 -2.04273 6.38535
O 0.02475 6.94803 -10.82612
C 2.67287 -1.53993 8.71130
C -6.05207 -1.25262 -7.08164
H 5.39897 2.49778 1.51130
C 0.12497 0.02458 -5.61392
O -1.26895 -3.07961 9.24231
O -5.10719 -0.53744 -6.82597
O 5.83179 -3.57481 0.82534
C -6.78129 -0.02039 8.26549
H -3.29287 0.31240 -0.04180
```

Computed properties:
- Total charge: -1
- HOMO: -6.4 eV
- LUMO level: -0.256 eV
- Orbital gap: 6.1 eV

Mulliken atomic charge list, values in e, 4 entries: number 1, O, carries -0.60; number 2, H, carries 0.55; number 3, O, carries -0.59; number 4, C, carries 0.79

| no. | DFT total energy (eV) |
| --- | --- |
| 1 | -125402.0113 |
| 2 | -151153.7568 |